Density functional theory data (the ωB97M-V functional and the def2-TZVPD basis) for the molecule C16H12ClN3O2S2 at a distorted geometry.

Last columns: bonded neighbours and bond lengths (Å).
Positions of all 36 atoms, in Å:
1 O 0.9205 -0.2817 2.0806  C2 1.212
2 C 1.1253 -0.9240 1.0732  O1 1.212, C3 1.525, N16 1.355
3 C 0.0507 -1.8487 0.5106  C2 1.525, S4 1.834, H25 1.088, H26 1.089
4 S -0.7150 -1.1114 -0.9836  C3 1.834, C5 1.720
5 C -2.2489 -0.6916 -0.3287  S4 1.720, N6 1.299, O15 1.348
6 N -2.7534 -1.0362 0.8175  C5 1.299, N7 1.340
7 N -3.9817 -0.5044 0.8728  N6 1.340, C8 1.301
8 C -4.1804 0.1385 -0.2410  N7 1.301, C9 1.423, O15 1.363
9 C -5.3518 0.8522 -0.6211  C8 1.423, C10 1.371, S14 1.736
10 C -6.4962 1.0056 0.1186  C9 1.371, C11 1.403, H27 1.074
11 C -7.4735 1.7655 -0.5418  C10 1.403, C12 1.366, H28 1.074
12 C -7.0615 2.1813 -1.7758  C11 1.366, Cl13 1.705, S14 1.732
13 Cl -7.9551 3.1197 -2.8832  C12 1.705
14 S -5.4588 1.6492 -2.1593  C9 1.736, C12 1.732
15 O -3.0969 0.0559 -1.0634  C5 1.348, C8 1.363
16 N 2.2838 -0.8810 0.3722  C2 1.355, C17 1.461, C24 1.402
17 C 2.5595 -1.6535 -0.8372  N16 1.461, C18 1.538, H29 1.095, H30 1.093
18 C 3.9307 -1.1756 -1.3432  C17 1.538, C19 1.499, H31 1.092, H32 1.090
19 C 4.3952 -0.2474 -0.2610  C18 1.499, C20 1.377, C24 1.395
20 C 5.5927 0.4224 -0.1427  C19 1.377, C21 1.389, H33 1.080
21 C 5.7904 1.2470 0.9573  C20 1.389, C22 1.384, H34 1.079
22 C 4.7980 1.3917 1.9117  C21 1.384, C23 1.388, H35 1.079
23 C 3.5876 0.7220 1.8017  C22 1.388, C24 1.384, H36 1.076
24 C 3.3998 -0.0996 0.7045  N16 1.402, C19 1.395, C23 1.384
25 H 0.4424 -2.8237 0.2273  C3 1.088
26 H -0.7509 -1.9473 1.2415  C3 1.089
27 H -6.6074 0.5793 1.0978  C10 1.074
28 H -8.4384 1.9989 -0.1320  C11 1.074
29 H 2.5844 -2.7210 -0.5931  C17 1.095
30 H 1.7758 -1.4857 -1.5799  C17 1.093
31 H 3.8443 -0.6465 -2.2941  C18 1.092
32 H 4.6224 -2.0065 -1.4856  C18 1.090
33 H 6.3615 0.3070 -0.8921  C20 1.080
34 H 6.7240 1.7777 1.0663  C21 1.079
35 H 4.9645 2.0364 2.7614  C22 1.079
36 H 2.8164 0.8355 2.5440  C23 1.076

Properties
- SMILES = O=C(CSc1nnc(-c2ccc(Cl)s2)o1)N1CCc2ccccc21
- HOMO-LUMO gap (eV) = 8.201
- charge = 0

Need the Löwdin charges? In units of e they are: O 0.0811; C -0.4967; C -0.3167; S 1.0320; C -0.6731; N 0.0460; N 0.1064; C -0.3616; C -0.4537; C -0.0958; C -0.1806; C -1.0245; Cl 0.6504; S 1.0709; O 0.0640; N 0.0156; C -0.1242; C -0.0823; C -0.1681; C -0.0354; C -0.0922; C -0.0791; C 0.0054; C -0.1399; H 0.0802; H 0.0750; H 0.1202; H 0.1103; H 0.1277; H 0.0819; H 0.1214; H 0.1200; H 0.1121; H 0.0988; H 0.1029; H 0.1018